Computed, not measured: a 8-piece molecular cluster, C8H32N16O8 overall in a non-equilibrium geometry, with ωB97M-V/def2-TZVPD.

## Properties
Net charge = 0
2S+1 = 1
SMILES = NC(N)=O.NC(N)=O.NC(N)=O.NC(N)=O.NC(N)=O.NC(N)=O.NC(N)=O.NC(N)=O
LUMO energy = -0.3 eV
Relative energy (zero: lowest compared OMol25 entry of this formula, charge and spin) = 154.1 kJ/mol
Total energy = -1802.36980 hartree

Last columns: bonded neighbours and bond lengths (Å).
Element x y z (Å)
1 C -0.212 4.802 1.216  O2 1.221, N3 1.374, N4 1.382
2 O -0.927 5.275 0.347  C1 1.221
3 N 0.425 3.590 1.093  C1 1.374, H5 1.011, H6 1.004
4 N -0.047 5.401 2.451  C1 1.382, H7 0.999, H8 1.002
5 H 0.316 2.957 0.313  N3 1.011
6 H 0.845 3.173 1.903  N3 1.004
7 H 0.583 5.069 3.152  N4 0.999
8 H -0.544 6.259 2.594  N4 1.002
9 C 0.647 0.804 -0.911  O10 1.244, N11 1.367, N12 1.359
10 O 0.408 1.903 -1.442  C9 1.244
11 N -0.362 0.097 -0.319  C9 1.367, H13 1.012, H14 1.005
12 N 1.914 0.342 -0.739  C9 1.359, H15 1.004, H16 1.006
13 H -1.267 0.542 -0.399  N11 1.012
14 H -0.353 -0.772 0.185  N11 1.005
15 H 2.628 0.830 -1.250  N12 1.004
16 H 2.152 -0.430 -0.140  N12 1.006
17 C 2.442 5.110 -3.734  O18 1.223, N19 1.388, N20 1.379
18 O 2.843 4.377 -4.627  C17 1.223
19 N 1.502 4.694 -2.800  C17 1.388, H21 1.002, H22 1.003
20 N 3.011 6.327 -3.428  C17 1.379, H23 1.001, H24 0.999
21 H 1.055 5.440 -2.301  N19 1.002
22 H 1.143 3.764 -2.908  N19 1.003
23 H 3.657 6.685 -4.104  N20 1.001
24 H 2.762 6.782 -2.574  N20 0.999
25 C -1.861 -3.931 1.271  O26 1.227, N27 1.368, N28 1.371
26 O -0.671 -3.647 1.362  C25 1.227
27 N -2.802 -3.629 2.217  C25 1.368, H29 0.999, H30 1.002
28 N -2.305 -4.822 0.327  C25 1.371, H31 1.001, H32 1.006
29 H -3.646 -4.142 2.371  N27 0.999
30 H -2.520 -2.930 2.878  N27 1.002
31 H -3.279 -5.039 0.252  N28 1.001
32 H -1.656 -5.155 -0.366  N28 1.006
33 C 2.960 -4.241 2.239  O34 1.231, N35 1.367, N36 1.367
34 O 3.240 -3.501 1.296  C33 1.231
35 N 3.873 -5.048 2.856  C33 1.367, H37 1.001, H38 1.003
36 N 1.682 -4.379 2.703  C33 1.367, H39 1.001, H40 1.017
37 H 4.823 -5.189 2.573  N35 1.001
38 H 3.632 -5.508 3.715  N35 1.003
39 H 1.502 -4.974 3.487  N36 1.001
40 H 0.917 -3.858 2.281  N36 1.017
41 C -2.665 2.902 -2.893  O42 1.225, N43 1.381, N44 1.366
42 O -3.796 3.163 -3.283  C41 1.225
43 N -1.580 2.719 -3.729  C41 1.381, H45 1.000, H46 1.006
44 N -2.343 2.873 -1.566  C41 1.366, H47 1.002, H48 1.008
45 H -1.698 2.944 -4.696  N43 1.000
46 H -0.830 2.148 -3.377  N43 1.006
47 H -3.003 3.073 -0.839  N44 1.002
48 H -1.398 2.778 -1.228  N44 1.008
49 C 1.547 -4.306 -2.070  O50 1.210, N51 1.370, N52 1.382
50 O 1.693 -4.182 -3.265  C49 1.210
51 N 0.370 -3.960 -1.459  C49 1.370, H53 1.004, H54 1.011
52 N 2.494 -4.851 -1.223  C49 1.382, H55 1.007, H56 1.011
53 H -0.449 -3.712 -1.984  N51 1.004
54 H 0.296 -3.723 -0.479  N51 1.011
55 H 2.350 -4.756 -0.232  N52 1.007
56 H 3.422 -4.537 -1.472  N52 1.011
57 C -2.915 0.000 2.084  O58 1.221, N59 1.393, N60 1.374
58 O -2.992 0.507 0.976  C57 1.221
59 N -1.782 0.140 2.882  C57 1.393, H61 1.004, H62 1.004
60 N -3.883 -0.787 2.659  C57 1.374, H63 1.000, H64 1.001
61 H -1.877 0.078 3.879  N59 1.004
62 H -1.023 0.682 2.509  N59 1.004
63 H -3.671 -1.255 3.518  N60 1.000
64 H -4.779 -0.964 2.248  N60 1.001

Atom-resolved charges from natural (NBO), all expressed in e:
1. C 0.78
2. O -0.65
3. N -0.86
4. N -0.86
5. H 0.43
6. H 0.37
7. H 0.38
8. H 0.41
9. C 0.79
10. O -0.74
11. N -0.86
12. N -0.83
13. H 0.44
14. H 0.41
15. H 0.42
16. H 0.41
17. C 0.77
18. O -0.67
19. N -0.86
20. N -0.86
21. H 0.39
22. H 0.42
23. H 0.41
24. H 0.39
25. C 0.80
26. O -0.72
27. N -0.84
28. N -0.84
29. H 0.40
30. H 0.40
31. H 0.39
32. H 0.42
33. C 0.77
34. O -0.69
35. N -0.84
36. N -0.86
37. H 0.41
38. H 0.38
39. H 0.38
40. H 0.44
41. C 0.78
42. O -0.67
43. N -0.87
44. N -0.86
45. H 0.40
46. H 0.40
47. H 0.40
48. H 0.40
49. C 0.77
50. O -0.64
51. N -0.89
52. N -0.84
53. H 0.40
54. H 0.41
55. H 0.39
56. H 0.39
57. C 0.78
58. O -0.65
59. N -0.87
60. N -0.84
61. H 0.39
62. H 0.41
63. H 0.37
64. H 0.42

=====

Computed, not measured: a 2-piece molecular cluster, C10H16 overall in a non-equilibrium geometry, with ωB97M-V/def2-TZVPD.

## Properties
Net charge = 0
2S+1 = 1
SMILES = CCc1ccccc1.CC
LUMO energy = 1.0 eV
Relative energy (zero: lowest compared OMol25 entry of this formula, charge and spin) = 74.6 kJ/mol
Total energy = -390.60747 hartree

Last columns: bonded neighbours and bond lengths (Å).
Element x y z (Å)
1 C 0.967 3.259 1.144  C2 1.506, H3 1.107, H4 1.086, H5 1.082
2 C 1.084 3.028 -0.339  C1 1.506, H6 1.097, H7 1.084, H8 1.098
3 H 1.740 3.968 1.499  C1 1.107
4 H 0.084 3.754 1.536  C1 1.086
5 H 1.273 2.386 1.705  C1 1.082
6 H 1.121 3.930 -0.963  C2 1.097
7 H 0.278 2.408 -0.715  C2 1.084
8 H 2.016 2.528 -0.637  C2 1.098
9 C 0.765 -2.060 -1.119  C10 1.530, C11 1.491, H17 1.098, H18 1.074
10 C 0.405 -3.462 -1.614  C9 1.530, H19 1.093, H25 1.080, H26 1.087
11 C -0.232 -1.387 -0.239  C9 1.491, C12 1.419, C13 1.378
12 C 0.227 -0.677 0.900  C11 1.419, C14 1.367, H20 1.091
13 C -1.568 -1.228 -0.540  C11 1.378, C15 1.397, H21 1.083
14 C -0.620 0.010 1.724  C12 1.367, C16 1.410, H22 1.070
15 C -2.401 -0.349 0.157  C13 1.397, C16 1.372, H23 1.078
16 C -1.924 0.294 1.271  C14 1.410, C15 1.372, H24 1.079
17 H 1.758 -2.072 -0.650  C9 1.098
18 H 1.016 -1.446 -1.964  C9 1.074
19 H -0.342 -3.426 -2.411  C10 1.093
20 H 1.230 -1.006 1.177  C12 1.091
21 H -2.026 -1.806 -1.334  C13 1.083
22 H -0.317 0.376 2.684  C14 1.070
23 H -3.364 -0.094 -0.255  C15 1.078
24 H -2.420 1.100 1.790  C16 1.079
25 H -0.048 -4.061 -0.838  C10 1.080
26 H 1.298 -3.969 -1.972  C10 1.087

Atom-resolved charges from natural (NBO), all expressed in e:
1. C -0.62
2. C -0.61
3. H 0.20
4. H 0.21
5. H 0.21
6. H 0.20
7. H 0.21
8. H 0.20
9. C -0.43
10. C -0.60
11. C 0.00
12. C -0.22
13. C -0.22
14. C -0.20
15. C -0.20
16. C -0.22
17. H 0.20
18. H 0.22
19. H 0.20
20. H 0.21
21. H 0.21
22. H 0.21
23. H 0.21
24. H 0.21
25. H 0.21
26. H 0.21

=====

Computed, not measured: one molecule with the formula CH5N3O2 in a non-equilibrium geometry, with ωB97M-V/def2-TZVPD.

## Properties
Net charge = 0
2S+1 = 1
SMILES = N=C(NO)NO
LUMO energy = 0.5 eV
Relative energy (zero: lowest compared OMol25 entry of this formula, charge and spin) = 519.3 kJ/mol
Total energy = -355.62643 hartree

Last columns: bonded neighbours and bond lengths (Å).
Element x y z (Å)
1 C 0.633 -0.047 -0.076  N7 1.288, N8 1.317, N9 1.434
2 H -1.442 1.423 -0.234  O10 0.825
3 H 1.115 1.521 0.441  N7 1.027
4 H 2.801 -0.327 -0.042  N8 1.063
5 H -0.085 -1.837 -0.377  N9 0.935
6 H -2.070 -1.008 1.076  O11 1.141
7 N 0.193 1.074 0.377  C1 1.288, H3 1.027, O10 1.385
8 N 1.799 -0.645 -0.208  C1 1.317, H4 1.063
9 N -0.420 -0.964 -0.405  C1 1.434, H5 0.935, O11 1.465
10 O -0.699 1.622 -0.531  H2 0.825, N7 1.385
11 O -1.826 -0.814 -0.022  H6 1.141, N9 1.465

Atom-resolved charges from natural (NBO), all expressed in e:
1. C 0.54
2. H 0.46
3. H 0.37
4. H 0.39
5. H 0.37
6. H 0.45
7. N -0.35
8. N -0.81
9. N -0.32
10. O -0.51
11. O -0.59

=====

Computed, not measured: a 2-piece molecular cluster, C17H30BrFIN2O5P overall in a non-equilibrium geometry, with ωB97M-V/def2-TZVPD.

## Properties
Net charge = 0
2S+1 = 1
SMILES = CC[C@@H](F)[C@]1(C[C@H](C)I)[C@H](CCC(N)=O)C(=O)O[C@@]1(C)P(O)Br.CN(C)C=O
LUMO energy = 0.4 eV
Total energy = -4464.44066 hartree

Last columns: bonded neighbours and bond lengths (Å).
Element x y z (Å)
1 C 1.476 -0.676 0.499  C2 1.551, H24 1.083, H25 1.083, H26 1.084
2 C 1.404 -0.509 -1.041  C1 1.551, C3 1.533, H27 1.081, H28 1.089
3 C 0.439 0.570 -1.544  C2 1.533, F4 1.391, C5 1.520, H29 1.088
4 F 0.966 1.064 -2.733  C3 1.391
5 C -1.015 0.176 -1.747  C3 1.520, C6 1.574, C10 1.559, C19 1.558
6 C -1.941 1.353 -2.232  C5 1.574, C7 1.539, H30 1.087, H31 1.082
7 C -1.360 2.770 -2.080  C6 1.539, C8 1.527, I9 2.189, H32 1.083
8 C -1.373 3.369 -0.676  C7 1.527, H33 1.089, H34 1.087, H35 1.083
9 I -2.663 4.065 -3.270  C7 2.189
10 C -1.744 -0.394 -0.493  C5 1.559, C11 1.543, C16 1.543, H36 1.092
11 C -1.620 0.313 0.873  C10 1.543, C12 1.551, H37 1.091, H38 1.081
12 C -2.943 0.970 1.342  C11 1.551, C13 1.522, H39 1.086, H40 1.085
13 C -4.007 -0.021 1.792  C12 1.522, N14 1.408, O15 1.173
14 N -3.835 -1.395 1.542  C13 1.408, H41 1.014, H42 1.013
15 O -4.985 0.389 2.293  C13 1.173
16 C -1.361 -1.888 -0.434  C10 1.543, O17 1.149, O18 1.345
17 O -1.330 -2.612 0.457  C16 1.149
18 O -1.080 -2.214 -1.709  C16 1.345, C19 1.447
19 C -1.207 -1.099 -2.622  C5 1.558, O18 1.447, C20 1.526, P21 1.928
20 C -0.244 -1.334 -3.783  C19 1.526, H43 1.086, H44 1.084, H45 1.083
21 P -2.973 -1.315 -3.366  C19 1.928, O22 1.658, Br23 2.238
22 O -2.720 -1.951 -4.876  P21 1.658, H46 0.974
23 Br -3.993 -2.974 -2.264  P21 2.238
24 H 2.521 -0.700 0.778  C1 1.083
25 H 1.039 0.145 1.055  C1 1.083
26 H 1.082 -1.647 0.776  C1 1.084
27 H 1.272 -1.462 -1.532  C2 1.081
28 H 2.392 -0.174 -1.354  C2 1.089
29 H 0.495 1.385 -0.826  C3 1.088
30 H -2.174 1.240 -3.287  C6 1.087
31 H -2.903 1.354 -1.738  C6 1.082
32 H -0.380 2.898 -2.521  C7 1.083
33 H -1.180 4.436 -0.781  C8 1.089
34 H -0.587 2.991 -0.026  C8 1.087
35 H -2.354 3.312 -0.222  C8 1.083
36 H -2.826 -0.475 -0.616  C10 1.092
37 H -1.425 -0.479 1.599  C11 1.091
38 H -0.786 0.997 0.950  C11 1.081
39 H -2.740 1.612 2.195  C12 1.086
40 H -3.424 1.504 0.530  C12 1.085
41 H -3.258 -1.846 2.244  N14 1.014
42 H -4.745 -1.839 1.499  N14 1.013
43 H -0.501 -0.656 -4.592  C20 1.086
44 H -0.298 -2.374 -4.082  C20 1.084
45 H 0.789 -1.150 -3.516  C20 1.083
46 H -2.427 -2.869 -4.738  O22 0.974
47 C 4.335 -1.510 3.328  O48 1.216, N49 1.348, H52 1.104
48 O 3.169 -1.568 2.989  C47 1.216
49 N 4.986 -0.375 3.656  C47 1.348, C50 1.450, C51 1.453
50 C 6.380 -0.372 4.053  N49 1.450, H53 1.092, H54 1.092, H55 1.088
51 C 4.260 0.882 3.608  N49 1.453, H56 1.091, H57 1.091, H58 1.087
52 H 4.972 -2.409 3.395  C47 1.104
53 H 6.475 0.033 5.062  C50 1.092
54 H 6.958 0.248 3.364  C50 1.092
55 H 6.781 -1.383 4.039  C50 1.088
56 H 3.407 0.840 4.286  C51 1.091
57 H 3.886 1.054 2.598  C51 1.091
58 H 4.915 1.700 3.898  C51 1.087

Atom-resolved charges from natural (NBO), all expressed in e:
1. C -0.62
2. C -0.45
3. C 0.19
4. F -0.38
5. C -0.02
6. C -0.47
7. C -0.25
8. C -0.66
9. I 0.04
10. C -0.38
11. C -0.41
12. C -0.51
13. C 0.70
14. N -0.89
15. O -0.55
16. C 0.84
17. O -0.55
18. O -0.56
19. C 0.00
20. C -0.65
21. P 1.00
22. O -0.96
23. Br -0.23
24. H 0.23
25. H 0.20
26. H 0.23
27. H 0.22
28. H 0.22
29. H 0.18
30. H 0.24
31. H 0.22
32. H 0.23
33. H 0.23
34. H 0.21
35. H 0.22
36. H 0.27
37. H 0.23
38. H 0.21
39. H 0.24
40. H 0.23
41. H 0.40
42. H 0.39
43. H 0.23
44. H 0.22
45. H 0.23
46. H 0.48
47. C 0.53
48. O -0.63
49. N -0.43
50. C -0.40
51. C -0.42
52. H 0.11
53. H 0.20
54. H 0.20
55. H 0.21
56. H 0.22
57. H 0.21
58. H 0.20

=====

LUMO energy of number 2 (C10H16)? 1.0 eV

=====

The highest total energy belongs to which entry? CH5N3O2